No. 1
ORCA calculation (the ωB97M-V functional and the def2-TZVPD basis) on a molecular structure, C9H12F6N6ORuS2Sb in a non-equilibrium geometry.

Charge: +1
M (u): 621.2
Gap between HOMO and LUMO (spin up / spin down) (eV): 4.89 / 4.89
Energy above the lowest of the compared OMol25 structures with the same formula, charge and spin (kcal/mol): 3.3

Structure (XYZ):
```
38
Properties=species:S:1:pos:R:3:nbo_charge:R:1
Ru 1.062 0.542 0.218 0.562
N 2.707 0.602 4.194 -0.691
C 2.143 0.445 3.008 0.302
S 2.565 1.494 1.707 -0.035
N 1.232 -0.548 2.938 -0.318
N 0.647 -0.662 1.759 -0.089
C -0.315 -1.587 1.722 0.089
C -1.168 -1.866 0.658 -0.087
C -2.149 -2.884 0.888 -0.172
C -3.062 -3.212 -0.054 -0.164
C -3.057 -2.534 -1.308 -0.145
C -2.147 -1.566 -1.585 -0.198
C -1.170 -1.190 -0.625 0.443
O -0.340 -0.269 -0.953 -0.526
H 3.370 1.341 4.359 0.429
H 2.426 0.007 4.958 0.426
H -0.442 -2.141 2.645 0.231
H -2.148 -3.382 1.849 0.232
H -3.801 -3.977 0.138 0.241
H -3.801 -2.795 -2.049 0.238
H -2.146 -1.030 -2.524 0.236
N 1.299 1.814 -1.488 -0.573
N 2.019 1.181 -2.521 -0.413
C 2.682 0.047 -2.298 0.330
N 3.369 -0.493 -3.295 -0.744
S 2.691 -0.715 -0.758 0.087
H 0.320 1.966 -1.774 0.452
H 1.721 2.720 -1.293 0.409
H 1.971 1.592 -3.443 0.410
H 3.472 -0.048 -4.193 0.415
H 3.846 -1.367 -3.146 0.435
F -1.358 2.364 -1.422 -0.701
Sb -2.079 2.706 0.325 3.185
F -0.398 1.820 0.998 -0.653
F -2.776 0.960 0.298 -0.678
F -2.539 2.911 2.117 -0.652
F -3.606 3.493 -0.378 -0.650
F -1.039 4.263 0.328 -0.663
```



No. 2
ORCA calculation (the ωB97M-V functional and the def2-TZVPD basis) on a molecular structure, C9H12I2O5SScTm in a non-equilibrium geometry.

Charge: +4
M (u): 700.0
Gap between HOMO and LUMO (spin up / spin down) (eV): 5.71 / 5.72
2S+1: 3

Structure (XYZ):
```
31
Properties=species:S:1:pos:R:3:mulliken_spin:R:1
I -1.811 4.113 -0.443 -0.002
I -3.332 2.730 1.502 0.000
Sc -1.095 -0.240 1.362 0.004
Tm 0.565 1.557 -0.594 2.018
S -1.894 0.461 -0.901 -0.012
C 1.125 0.272 -3.151 -0.001
C 3.050 1.311 -0.951 -0.001
C -2.390 -0.679 -2.345 -0.001
C -3.784 -1.013 -1.804 0.000
C -1.532 -1.904 -2.590 0.001
C -2.417 0.280 -3.527 0.000
C -0.083 -1.540 2.866 0.000
C -1.865 -2.495 0.781 0.000
O 4.168 1.530 -1.024 -0.001
O 1.322 -0.014 -4.290 0.000
O 0.218 -2.089 3.851 0.000
O -2.428 -3.500 0.655 0.000
H -4.356 -1.546 -2.592 0.000
H -4.300 -0.065 -1.528 0.000
H -3.709 -1.632 -0.887 0.000
H -2.032 -2.478 -3.410 0.000
H -1.459 -2.543 -1.707 0.000
H -0.516 -1.640 -2.924 0.000
H -2.946 -0.206 -4.375 0.000
H -1.393 0.570 -3.844 0.000
H -2.947 1.213 -3.246 0.000
C 0.887 2.019 2.206 0.000
O -0.043 1.542 1.301 -0.004
H 1.138 3.080 2.355 0.000
H 1.872 1.550 1.978 0.000
H 0.631 1.668 3.207 0.001
```



No. 3
ORCA calculation (the ωB97M-V functional and the def2-TZVPD basis) on a molecular structure, C9H12IN3O5Pd.

M (u): 475.5
Gap between HOMO and LUMO (spin up / spin down) (eV): 8.56 / 8.07
Energy above the lowest of the compared OMol25 structures with the same formula, charge and spin (kcal/mol): 0.0
2S+1: 3

Structure (XYZ):
```
31
Properties=species:S:1:pos:R:3:mulliken_spin:R:1
Pd 0.120 -0.082 -0.292 1.453
O -1.508 -1.638 0.216 0.076
C -1.761 -1.444 1.630 0.001
C -0.437 -1.249 2.328 -0.008
N 0.231 -0.011 1.901 0.127
C -0.510 1.214 2.274 0.000
C -1.438 1.796 1.197 0.001
O -2.046 2.806 1.474 0.017
O -1.532 1.144 0.068 0.150
C 1.684 0.023 2.212 0.002
C 2.510 0.471 1.001 -0.007
O 3.335 1.351 1.104 0.016
O 2.224 -0.196 -0.099 0.095
H -2.240 -1.226 -0.261 -0.006
H -2.260 -2.327 2.028 0.002
H -2.409 -0.580 1.762 -0.001
H 0.222 -2.083 2.085 -0.005
H -0.608 -1.253 3.413 0.003
H 0.196 1.992 2.556 0.003
H -1.137 1.017 3.149 0.002
H 2.000 -0.987 2.473 0.001
H 1.890 0.683 3.053 0.001
I -1.026 -0.025 -6.503 0.002
C -0.111 0.026 -4.669 0.006
C 1.231 0.200 -4.410 -0.002
N 1.370 0.165 -3.075 0.003
N 0.201 -0.020 -2.456 0.077
C -0.713 -0.110 -3.409 -0.008
H 2.070 0.344 -5.069 0.001
H 2.208 0.240 -2.514 -0.002
H -1.755 -0.242 -3.168 0.000
```



No. 4
ORCA calculation (the ωB97M-V functional and the def2-TZVPD basis) on a single C9H12INO molecule in a non-equilibrium geometry.

SMILES string: CC(C)[C@](O)(I)c1ccccn1
M (u): 277.1
Gap between HOMO and LUMO (eV): 9.65
Energy above the lowest of the compared OMol25 structures with the same formula, charge and spin (kcal/mol): 0.0

Structure (XYZ):
```
24
Properties=species:S:1:pos:R:3:nbo_charge:R:1
C 0.775 1.333 0.058 -0.625
C -0.705 1.232 0.250 -0.291
C -1.465 2.471 -0.237 -0.611
C -1.243 -0.054 -0.476 0.195
O -1.208 0.254 -1.834 -0.730
I -3.222 -0.420 0.179 0.064
C -0.305 -1.485 -0.209 0.223
C 0.215 -1.617 1.098 -0.269
C 0.969 -2.834 1.198 -0.142
C 1.092 -3.664 0.012 -0.275
C 0.568 -3.313 -1.203 0.057
N -0.074 -2.196 -1.282 -0.483
H 1.141 2.327 -0.184 0.213
H 1.192 0.789 -0.745 0.224
H 1.403 1.115 0.853 0.211
H -0.854 1.031 1.229 0.198
H -1.774 3.130 0.595 0.219
H -2.331 2.065 -0.808 0.231
H -0.668 2.939 -0.890 0.217
H -1.371 -0.626 -2.215 0.491
H 0.025 -0.813 1.823 0.242
H 1.290 -3.203 2.154 0.220
H 1.190 -4.719 0.174 0.219
H 0.724 -3.921 -2.152 0.205
```



No. 5
ORCA calculation (the ωB97M-V functional and the def2-TZVPD basis) on a molecular structure, C9H12IrNO2.

Charge: +2
M (u): 358.4
Gap between HOMO and LUMO (spin up / spin down) (eV): 8.91 / 7.78
2S+1: 5

Structure (XYZ):
```
25
Properties=species:S:1:pos:R:3:nbo_charge:R:1
Ir -0.510 -0.565 -0.129 1.225
C -1.029 -1.069 2.151 -0.213
C -0.616 0.249 2.383 -0.185
C -1.227 1.305 1.679 -0.163
C -2.300 1.062 0.806 -0.203
C -2.708 -0.257 0.559 -0.240
C -2.075 -1.341 1.232 -0.273
H -0.562 -1.891 2.679 0.289
H 0.190 0.453 3.075 0.282
H -0.889 2.320 1.844 0.277
H -2.792 1.878 0.295 0.278
H -3.534 -0.446 -0.114 0.285
H -2.434 -2.352 1.086 0.290
N -0.196 0.121 -2.237 -0.852
C 1.103 -0.158 -2.916 -0.227
C 2.276 0.500 -2.193 -0.516
C 2.541 -0.143 -0.841 0.766
O 3.789 -0.306 -0.671 -0.042
O 1.686 -0.469 -0.011 -0.672
H -0.933 -0.326 -2.784 0.424
H -0.392 1.119 -2.316 0.415
H 1.071 0.212 -3.940 0.253
H 1.242 -1.239 -2.961 0.234
H 2.091 1.563 -2.003 0.273
H 3.168 0.439 -2.817 0.297
```



No. 6
ORCA calculation (the ωB97M-V functional and the def2-TZVPD basis) on a molecular structure, C9H12N2S in a non-equilibrium geometry.

M (u): 180.3
Gap between HOMO and LUMO (eV): 8.80
Energy above the lowest of the compared OMol25 structures with the same formula, charge and spin (kcal/mol): 70.7

Structure (XYZ):
```
24
Properties=species:S:1:pos:R:3:nbo_charge:R:1
C -1.806 0.037 -4.292 -0.638
C -0.984 -0.115 -2.977 -0.035
C -1.162 0.879 -1.990 -0.187
C -0.374 0.881 -0.816 -0.228
C 0.640 -0.026 -0.559 -0.041
C 1.593 0.050 0.606 -0.566
C 0.042 0.465 2.835 0.318
C 0.948 -0.974 -1.538 -0.207
C 0.007 -1.051 -2.678 -0.205
H -2.864 -0.233 -4.100 0.227
H -1.298 -0.615 -5.008 0.220
H -1.635 1.097 -4.842 0.227
H -1.966 1.503 -2.067 0.202
H -0.478 1.435 0.161 0.228
H 1.594 1.045 1.029 0.288
H 2.513 -0.503 0.427 0.234
H -1.355 -1.242 3.840 0.420
H -1.018 0.507 4.612 0.400
H -0.250 2.414 3.090 0.350
H 1.960 -1.531 -1.523 0.218
H 0.018 -1.989 -3.232 0.204
N -0.885 0.014 3.732 -0.847
N 0.502 1.689 2.702 -0.775
S 0.877 -0.918 1.940 0.193
```



No. 7
ORCA calculation (the ωB97M-V functional and the def2-TZVPD basis) on a gas-phase ion, C9H12N3 (charge +1) in a non-equilibrium geometry.

Charge: +1
SMILES string: NC[C@H]1C=C[N+](c2ccc[nH]2)=C1
M (u): 162.2
Gap between HOMO and LUMO (eV): 7.84
Energy above the lowest of the compared OMol25 structures with the same formula, charge and spin (kcal/mol): 52.9

Structure (XYZ):
```
24
Properties=species:S:1:pos:R:3:nbo_charge:R:1
N 1.328 1.666 -1.963 -0.886
C 2.194 1.678 -0.763 -0.165
C 1.286 1.104 0.489 -0.389
C 0.043 1.859 0.831 -0.131
C -0.968 0.957 0.801 -0.019
N -0.489 -0.345 0.514 -0.274
C -1.349 -1.468 0.560 0.192
C -1.472 -2.384 1.564 -0.268
C -2.636 -3.091 1.193 -0.288
C -3.153 -2.668 0.021 -0.031
N -2.310 -1.702 -0.396 -0.501
C 0.823 -0.258 0.392 0.273
H 1.252 0.769 -2.520 0.385
H 1.372 2.525 -2.513 0.398
H 2.326 2.763 -0.557 0.226
H 3.247 1.213 -0.894 0.225
H 1.985 1.190 1.272 0.307
H -0.014 2.918 0.766 0.256
H -1.970 1.003 0.965 0.233
H -0.931 -2.629 2.553 0.269
H -3.063 -3.952 1.755 0.246
H -4.034 -2.881 -0.626 0.247
H -2.441 -1.132 -1.285 0.437
H 1.279 -1.289 0.260 0.258
```



No. 8
ORCA calculation (the ωB97M-V functional and the def2-TZVPD basis) on a gas-phase ion, C9H12N3 (charge +1) in a non-equilibrium geometry.

Charge: +1
SMILES string: C[C@H]1CC2=CCN3C=CC(=[NH+]1)N23
M (u): 162.2
Gap between HOMO and LUMO (eV): 9.10
Energy above the lowest of the compared OMol25 structures with the same formula, charge and spin (kcal/mol): 55.3

Structure (XYZ):
```
24
Properties=species:S:1:pos:R:3:nbo_charge:R:1
C 3.328 0.238 0.022 -0.614
C 1.824 0.037 -0.465 -0.023
C 1.132 -1.204 0.366 -0.453
C -0.387 -1.184 0.129 0.198
C -1.423 -2.035 0.463 -0.215
C -2.663 -1.143 0.360 -0.249
N -2.148 0.171 0.001 -0.108
C -2.558 1.402 -0.321 0.072
C -1.350 2.138 -0.459 -0.349
C -0.256 1.348 -0.297 0.405
N 1.112 1.291 -0.253 -0.610
N -0.825 0.136 -0.214 -0.163
H 3.917 -0.596 -0.318 0.240
H 3.182 0.185 1.152 0.219
H 3.734 1.257 -0.309 0.223
H 1.866 -0.243 -1.591 0.202
H 1.346 -1.167 1.390 0.240
H 1.656 -2.064 -0.021 0.252
H -1.583 -3.112 0.514 0.276
H -3.543 -1.414 -0.290 0.247
H -3.146 -1.001 1.253 0.236
H -3.622 1.781 -0.199 0.271
H -1.450 3.196 -0.649 0.262
H 1.858 1.985 -0.263 0.441
```



| no. | electronic energy (hartree) |
| --- | --- |
| 1 | -2484.57321 |
| 2 | -3564.17208 |
| 3 | -1316.15965 |
| 4 | -777.76209 |
| 5 | -658.95031 |
| 6 | -857.72648 |
| 7 | -514.09177 |
| 8 | -514.08796 |